(A)
This record from the Open Molecules 2025 dataset describes the molecule C2H2OS3. The level of theory is wB97M-V/def2-TZVPD.

```
8
Properties=species:S:1:pos:R:3
O -0.598 -1.765 0.432
C -0.700 -0.580 0.307
S -2.206 0.259 -0.282
C 0.525 0.210 0.112
S 0.788 1.767 0.169
S 1.766 -0.935 -0.229
H -2.752 -0.892 0.199
H 3.019 -0.238 -0.686
```

Values from the calculation:
**SMILES**: O=C(S)C(=S)S
**Highest occupied orbital energy**: -9.12 eV
**Multiplicity**: 1
**LUMO level**: -1.497 eV
**HOMO-LUMO gap**: 7.623 eV

=====

(B)
This record from the Open Molecules 2025 dataset describes the molecule C2H2OS3. The level of theory is wB97M-V/def2-TZVPD.

```
8
Properties=species:S:1:pos:R:3
O -1.788 0.808 -1.060
S -2.432 0.862 0.245
S -3.971 -0.498 0.332
C -1.441 -0.014 1.468
C -0.760 -1.026 0.917
S -1.064 -1.668 -0.613
H -1.392 0.424 2.446
H 0.016 -1.667 1.512
```

Values from the calculation:
**SMILES**: O=S(=S)=CC=S
**Highest occupied orbital energy (alpha / beta)**: -8.88 / -8.90 eV
**Multiplicity**: 1
**LUMO level (alpha / beta)**: -3.205 / -3.150 eV
**HOMO-LUMO gap (alpha / beta)**: 5.677 / 5.745 eV

=====

(C)
This record from the Open Molecules 2025 dataset describes the molecule C2H2OS3. The level of theory is wB97M-V/def2-TZVPD.

```
8
Properties=species:S:1:pos:R:3
C -0.080 0.964 -0.137
C -0.657 -0.273 -0.075
O -1.169 -2.774 0.367
S 1.426 1.597 0.140
S 2.967 0.464 0.048
S -0.118 -1.853 -0.104
H -0.637 1.848 -0.237
H -1.731 0.026 -0.002
```

Values from the calculation:
**Highest occupied orbital energy (alpha / beta)**: -8.81 / -8.80 eV
**Multiplicity**: 1
**LUMO level (alpha / beta)**: -2.105 / -1.807 eV
**HOMO-LUMO gap (alpha / beta)**: 6.704 / 6.991 eV

=====

(D)
This record from the Open Molecules 2025 dataset describes the molecule C2H2OS3. The level of theory is wB97M-V/def2-TZVPD.

```
8
Properties=species:S:1:pos:R:3
O 0.344 -1.426 -0.016
C 0.466 -0.226 -0.036
S 2.045 0.610 -0.004
C -0.778 0.730 -0.013
S -0.599 2.320 -0.011
S -2.294 -0.092 -0.007
H 2.692 -0.590 0.028
H -1.877 -1.325 0.059
```

Values from the calculation:
**SMILES**: O=C(S)C(=S)S
**Highest occupied orbital energy**: -9.29 eV
**Multiplicity**: 1
**LUMO level**: -1.360 eV
**HOMO-LUMO gap**: 7.932 eV

=====

Which structure is the least stable? The one labeled (B).

=====

(A)
This record from the Open Molecules 2025 dataset describes the ion C5H8N with charge +1. The level of theory is wB97M-V/def2-TZVPD.

```
14
Properties=species:S:1:pos:R:3
C 1.953 0.024 0.085
C 1.126 1.069 -0.125
C -0.126 0.052 -0.203
C 0.914 -1.068 -0.055
C -1.502 0.210 -0.748
N -1.329 0.143 0.677
H 3.032 -0.084 0.323
H 0.923 2.184 -0.111
H 0.978 -1.550 -0.961
H 0.840 -1.652 0.882
H -1.707 1.225 -1.152
H -2.220 -0.583 -0.977
H -1.280 0.851 1.437
H -1.603 -0.820 0.928
```

Values from the calculation:
**SMILES**: C1=C[C@]2(C1)C[NH2+]2
**Charge**: +1
**Highest occupied orbital energy**: -14.53 eV
**Multiplicity**: 1
**LUMO level**: -3.494 eV
**HOMO-LUMO gap**: 11.039 eV

=====

(B)
This record from the Open Molecules 2025 dataset describes the ion C5H8N with charge +1. The level of theory is wB97M-V/def2-TZVPD.

```
14
Properties=species:S:1:pos:R:3
C 1.293 -2.779 -0.860
N 1.033 -1.622 -0.409
C 0.388 -0.580 -0.091
C 0.161 1.106 -0.122
C -1.242 1.423 -0.109
C -0.526 1.562 1.167
H 1.970 -3.319 -0.307
H 0.941 -3.186 -1.762
H -0.638 -0.966 0.232
H 0.937 1.764 -0.545
H -1.908 0.687 -0.245
H -1.429 2.344 -0.600
H -0.315 2.617 1.528
H -0.666 0.949 2.122
```

Values from the calculation:
**SMILES**: C=[N+]=CC1CC1
**Charge**: +1
**Highest occupied orbital energy**: -15.29 eV
**Multiplicity**: 1
**LUMO level**: -5.203 eV
**HOMO-LUMO gap**: 10.088 eV

=====

Which structure is the least stable? The one labeled (B).

=====

(A)
This record from the Open Molecules 2025 dataset describes the ion C5H8N with charge +1. The level of theory is wB97M-V/def2-TZVPD.

```
14
Properties=species:S:1:pos:R:3
C -2.103 0.566 -1.601
N -1.342 0.814 -0.676
C -0.342 0.869 0.046
C 0.644 -0.136 0.298
C 1.387 -0.835 -0.527
C 0.764 -0.284 1.756
H -1.773 0.587 -2.690
H -2.999 0.018 -1.515
H -0.293 1.724 0.643
H 1.472 -0.908 -1.619
H 2.173 -1.553 -0.211
H 1.287 -1.251 1.780
H -0.226 -0.147 2.116
H 1.351 0.537 2.199
```

Values from the calculation:
**SMILES**: C=[N+]=CC(=C)C
**Charge**: +1
**Highest occupied orbital energy**: -14.61 eV
**Multiplicity**: 1
**LUMO level**: -5.320 eV
**HOMO-LUMO gap**: 9.287 eV

=====

(B)
This record from the Open Molecules 2025 dataset describes a cluster of 2 separate species, C5H8N in total. The level of theory is wB97M-V/def2-TZVPD.

```
14
Properties=species:S:1:pos:R:3
C -0.489 3.014 -0.770
C -1.226 -0.941 -0.075
C -0.078 -0.920 -1.066
C 0.060 -0.320 0.222
C 1.028 -0.079 1.248
N -0.015 1.996 -0.590
H -0.733 4.006 -0.850
H -1.989 -0.336 -0.521
H -1.494 -1.880 0.302
H 0.560 -1.590 -1.450
H -0.192 -0.183 -1.820
H 1.966 -0.470 0.871
H 0.592 -0.484 2.211
H 1.037 1.052 1.341
```

Values from the calculation:
**Charge**: +1
**Highest occupied orbital energy**: -16.51 eV
**Multiplicity**: 1
**LUMO level**: -5.917 eV
**HOMO-LUMO gap**: 10.594 eV

=====

(C)
This record from the Open Molecules 2025 dataset describes the ion C5H8N with charge +1. The level of theory is wB97M-V/def2-TZVPD.

```
14
Properties=species:S:1:pos:R:3
C -2.193 0.623 0.442
C -1.712 -0.114 -0.547
C -0.115 -0.450 -0.606
C 0.587 -0.950 0.568
N 1.116 0.254 -0.122
C 2.325 0.715 -0.208
H -1.542 0.918 1.259
H -3.196 0.911 0.417
H -2.403 -0.135 -1.313
H 0.143 -0.891 -1.494
H 0.078 -0.709 1.547
H 1.067 -1.838 0.651
H 2.735 1.353 -1.082
H 3.110 0.313 0.488
```

Values from the calculation:
**SMILES**: C=C[C@@H]1C[N+]1=C
**Charge**: +1
**Highest occupied orbital energy**: -14.64 eV
**Multiplicity**: 1
**LUMO level**: -5.355 eV
**HOMO-LUMO gap**: 9.283 eV

=====

(D)
This record from the Open Molecules 2025 dataset describes the ion C5H8N with charge +1. The level of theory is wB97M-V/def2-TZVPD.

```
14
Properties=species:S:1:pos:R:3
C -0.238 -2.883 0.065
C -0.058 -1.615 -0.047
C -0.654 -0.258 0.355
C 0.543 -0.284 -0.439
C -2.037 0.232 -0.123
N 1.973 -0.293 0.032
H -0.686 -0.170 1.528
H 0.604 0.012 -1.445
H -2.740 -0.287 0.404
H -2.306 0.341 -1.207
H -2.047 1.214 0.149
H 2.447 -0.942 -0.598
H 1.811 -0.715 0.970
H 2.364 0.696 0.094
```

Values from the calculation:
**Charge**: +1
**Highest occupied orbital energy**: -14.69 eV
**Multiplicity**: 1
**LUMO level**: -4.679 eV
**HOMO-LUMO gap**: 10.015 eV

=====

Which structure is the least stable? The one labeled (D).